{
  "formula": "C3H12F2InNO7S2",
  "method": "ωB97M-V/def2-TZVPD",
  "symbols": ["In", "N", "S", "O", "O", "F", "S", "O", "O", "F", "C", "O", "H", "H", "H", "H", "C", "O", "H", "H", "H", "H", "C", "O", "H", "H", "H", "H"],
  "xyz": [[-24.2194, -9.6721, -8.6396], [-23.4918, -7.3947, -7.0577], [-22.3503, -6.5726, -6.4668], [-22.2342, -6.3574, -5.0516], [-21.7969, -5.5818, -7.3828], [-21.3662, -7.8315, -6.6061], [-24.7188, -6.2392, -6.4909], [-24.7330, -4.8575, -6.9079], [-25.3332, -6.5210, -5.2102], [-25.8953, -6.8270, -7.4000], [-24.7236, -9.9631, -12.2089], [-23.5036, -9.6532, -11.5528], [-25.5324, -9.2473, -12.3562], [-24.4051, -10.3276, -13.1855], [-25.1405, -10.8684, -11.7678], [-22.8427, -9.3254, -12.1671], [-23.5845, -6.5241, -10.6633], [-24.7600, -7.1951, -10.1878], [-23.5123, -6.3556, -11.7378], [-23.3261, -5.5762, -10.1913], [-22.6953, -7.1373, -10.5166], [-25.4506, -6.6536, -10.5770], [-27.3823, -9.0673, -6.0521], [-26.3478, -9.9490, -6.5638], [-27.7242, -8.3397, -6.7882], [-28.2998, -9.5695, -5.7453], [-26.7847, -8.5487, -5.3024], [-26.2551, -10.5568, -5.8265]],
  "total_charge": 2,
  "orbital_gap_ev": 2.963,
  "e_lumo_ev": -14.71,
  "homo_energy_ev": -17.67,
  "largest_force_ha_per_bohr": 0.2053,
  "spin_multiplicity": 1
}